i | Computed, not measured: a cluster of 2 separate species, C5H6N2 in total, with ωB97M-V/def2-TZVPD.

The geometry in XYZ format:
```
13
Properties=species:S:1:pos:R:3
N 0.662 2.227 -0.237
N 2.350 -0.435 -0.095
C -1.825 -0.032 0.013
C -0.104 1.408 0.171
C 1.184 -0.848 -0.373
C -2.645 -0.868 -0.274
C -0.899 0.628 0.824
H -0.748 0.201 1.844
H -3.382 -1.556 -0.593
H 1.384 2.303 -0.839
H 0.768 -0.513 -1.276
H 2.784 -0.804 0.654
H 0.471 -1.712 0.180
```

Gap between HOMO and LUMO: 9.060 eV
Structure (SMILES): C#CC=C=N.C=N
HOMO: -8.3099 eV
Net charge: 0

natural (NBO) atomic charge list, values in e, 2 entries: N -0.60; N -0.64

ii | Computed, not measured: a structure of composition C5H6N2, with ωB97M-V/def2-TZVPD.

The geometry in XYZ format:
```
13
Properties=species:S:1:pos:R:3
N 1.054 1.284 0.093
N 0.032 -0.704 0.574
C -1.429 -0.614 0.069
C -0.006 0.646 0.638
C 1.836 0.212 -0.364
C -1.373 0.919 0.203
C 1.226 -0.981 -0.131
H -2.108 -1.178 0.716
H -2.102 1.459 0.802
H 1.571 -1.989 -0.317
H -0.061 1.560 -0.529
H -1.452 -0.998 -0.954
H 2.813 0.383 -0.799
```

Gap between HOMO and LUMO: 8.634 eV
HOMO: -7.6814 eV
Net charge: 0

natural (NBO) atomic charge list, values in e, 2 entries: N -0.62; N -0.37

iii | Computed, not measured: a structure of composition C5H6N2, with ωB97M-V/def2-TZVPD.

The geometry in XYZ format:
```
13
Properties=species:S:1:pos:R:3
N -1.364 0.933 -0.446
N -0.456 0.161 0.342
C -2.272 -0.396 0.768
C -0.962 -0.692 1.223
C 0.992 0.476 0.101
C 1.714 -0.756 -0.263
C -2.573 0.428 -0.269
H -3.389 0.915 -0.720
H 1.006 1.246 -0.666
H 2.701 -0.691 -0.074
H 1.788 -0.977 -1.341
H 1.522 0.905 0.942
H 1.292 -1.551 0.403
```

Gap between HOMO and LUMO (alpha / beta): 7.566 / 7.563 eV
HOMO (alpha / beta): -9.2930 / -9.2920 eV
Net charge: 0

natural (NBO) atomic charge list, values in e, 2 entries: N -0.24; N -0.22

Quick one: least stable of them? iii